No. 1
{"formula": "C2H4N2S2", "method": "ωB97M-V/def2-TZVPD", "symbols": ["C", "C", "N", "N", "S", "S", "H", "H", "H", "H"], "xyz": [[-0.85321, -1.16586, -0.37958], [0.13340, 1.18348, 0.15157], [0.47629, -1.14818, -0.06258], [0.99298, -0.03156, 0.14942], [2.55207, 0.19650, 0.16067], [-1.45534, 0.69869, -0.38827], [-1.12993, -1.54407, -1.31110], [-1.57231, -1.76940, 0.37073], [0.11329, 1.69932, 1.60293], [0.74275, 1.88109, -0.29379]], "forces_ev_per_angstrom": [[-3.9085, 1.0736, 3.0600], [-1.0247, -0.2501, 5.6529], [0.6746, -1.0307, 0.1769], [-1.6265, -0.3286, -0.6628], [3.0566, 0.5452, 0.5730], [-0.0054, -0.9576, -0.3915], [0.2327, -0.6379, -1.7814], [1.8777, 1.3316, -1.1966], [0.1722, -1.6382, -4.0974], [0.5513, 1.8927, -1.3331]], "mulliken_charge": [-0.31, -0.49, -0.59, 0.54, -0.22, -0.14, 0.30, 0.25, 0.26, 0.39]}

---

No. 2
{"formula": "C4H12IO3", "method": "ωB97M-V/def2-TZVPD", "total_charge": -1, "symbols": ["I", "C", "C", "O", "H", "H", "H", "H", "H", "H", "C", "C", "O", "O", "H", "H", "H", "H", "H", "H"], "xyz": [[0.90897, -2.81839, 2.22551], [1.90503, 0.74983, -0.03416], [1.19690, 1.13435, 1.24172], [1.82667, 0.63826, 2.39465], [2.01223, -0.33866, -0.08336], [2.90063, 1.19231, -0.10471], [1.33273, 1.05791, -0.91851], [0.15206, 0.79679, 1.17504], [1.15654, 2.22590, 1.33023], [1.65130, -0.32070, 2.42016], [-1.05816, -1.04477, -0.99844], [-1.96031, -0.05613, -1.70162], [-1.87819, 1.22074, -1.11933], [-1.47389, -1.01749, 0.37443], [-0.01415, -0.73163, -1.09965], [-1.20818, -2.04541, -1.42257], [-2.99189, -0.44563, -1.67767], [-1.68801, 0.04920, -2.75452], [-2.03927, 1.08140, -0.17670], [-0.73104, -1.32787, 0.92949]], "forces_ev_per_angstrom": [[0.0314, 0.0592, -0.0674], [0.1894, -0.2468, -0.5245], [-0.4915, 0.3327, -0.1513], [0.0891, -0.0039, 0.1142], [0.0454, 0.0624, 0.0588], [0.0231, -0.0007, 0.1098], [0.0328, 0.0917, 0.1722], [0.1276, -0.0149, 0.1171], [0.0688, -0.0496, 0.0718], [0.0703, -0.0473, 0.1182], [-0.3701, 0.1211, 0.6175], [-0.1869, -0.3772, -0.3751], [-0.1636, 0.3152, 0.0997], [0.2564, 0.1281, -0.5564], [-0.1097, -0.1894, 0.0242], [0.1842, 0.0352, -0.0080], [0.0866, 0.1230, 0.0838], [0.1004, -0.0125, 0.0261], [0.1664, -0.0391, 0.0238], [-0.1502, -0.2872, 0.0455]], "mulliken_charge": [-0.73, -0.90, -0.12, -0.50, 0.20, 0.32, 0.29, 0.19, 0.29, 0.16, 0.05, -0.55, -0.54, -0.54, 0.00, 0.36, 0.27, 0.34, 0.34, 0.06]}

---

No. 3
{"formula": "C5H7N", "method": "ωB97M-V/def2-TZVPD", "smiles": "C1[C@H]2[C@@H]1N1C[C@@H]21", "symbols": ["C", "C", "C", "N", "C", "C", "H", "H", "H", "H", "H", "H", "H"], "xyz": [[0.20734, -0.63173, 1.23436], [0.54460, 0.71125, 0.63719], [0.98131, -0.55882, -0.02834], [0.21260, -0.25434, -1.24101], [-1.24524, -0.02050, -0.97670], [-0.25169, 1.01652, -0.66795], [-0.80725, -1.01703, 1.29406], [0.82631, -0.90820, 2.08117], [1.16568, 1.44551, 1.13030], [1.94902, -1.01431, -0.19621], [-1.82115, -0.46631, -0.16502], [-1.46261, -0.29834, -1.98683], [-0.14919, 1.97954, -1.16452]], "forces_ev_per_angstrom": [[-0.1025, -0.0668, 0.2097], [0.1123, 0.3196, 0.2103], [0.4749, -0.1849, 0.2268], [0.3231, -0.4398, -0.0485], [0.5875, -0.8088, 0.0452], [0.0833, 0.2337, -0.1109], [0.2404, 0.0576, 0.0098], [-0.0728, 0.1372, 0.0007], [-0.1568, -0.0244, 0.0652], [-0.0014, 0.1372, 0.2831], [0.2779, -0.1657, -0.4464], [-1.7923, 1.0645, -0.4008], [0.0263, -0.2593, -0.0441]], "mulliken_charge": [-0.70, -0.27, -0.08, -0.45, -0.32, -0.09, 0.11, 0.25, 0.35, 0.36, 0.17, 0.33, 0.32]}

---

In eV, the electronic energy values for the records above are, in order, -26785.042 -18588.361 -6784.235.
In Eh/bohr, the strongest force on any atom values for the records above are, in order, 0.112 0.014 0.041.